# C5H12O2

The molecule C5H12O2 at a distorted geometry (ωB97M-V with the def2-TZVPD basis set, the Open Molecules 2025 dataset).

```
19
Properties=species:S:1:pos:R:3:forces:R:3
C -1.787714 -1.933778 -0.166055 -0.14 -0.08 -0.01
C -0.495945 -1.279764 0.284648 -0.04 -0.09 0.02
C -0.370855 0.157362 -0.190945 0.26 -0.29 -0.22
O -1.375722 1.001417 0.345777 0.26 0.00 0.29
C 1.065818 0.604013 0.051975 0.45 -1.02 -0.71
C 1.418992 1.918220 -0.642197 0.26 -0.43 -0.27
O 1.371036 0.534128 1.417196 0.05 0.14 0.40
H -2.648475 -1.349111 0.171045 0.05 -0.12 -0.05
H -1.829407 -1.989899 -1.260190 -0.02 -0.01 0.15
H -1.874478 -2.947270 0.232616 -0.06 0.07 -0.06
H -0.401590 -1.286004 1.380318 -0.06 -0.03 -0.17
H 0.377017 -1.822942 -0.098139 -0.20 -0.05 0.08
H -0.510349 0.211903 -1.279849 -0.06 -0.12 0.12
H -1.420354 0.836253 1.298458 0.10 0.12 -0.17
H 1.714920 -0.179713 -0.584203 -1.26 0.87 1.87
H 2.129082 2.577431 -0.123233 -0.20 -0.35 -0.01
H 1.937410 1.296658 -1.357415 0.62 1.96 -1.63
H 0.598469 2.511111 -1.069083 0.17 -0.38 0.31
H 2.102144 1.139985 1.589276 -0.17 -0.18 0.03
```
Forces are in eV/Å.

For the orbital gap, the calculation gives 10.70 eV. As for the structure (SMILES): CC[C@@H](O)[C@@H](C)O.

Löwdin atomic charge list, values in e, 2 entries: -0.100 -0.220



# C5H12O2

A cluster of 2 separate species, C5H12O2 in total (ωB97M-V with the def2-TZVPD basis set, the Open Molecules 2025 dataset).

```
19
Properties=species:S:1:pos:R:3:forces:R:3
C 2.107665 0.379834 1.098976 0.02 -0.01 0.02
C 1.307826 0.743939 -0.156642 -0.04 0.07 -0.04
C 0.491514 -0.420594 -0.653202 -0.17 -0.01 -0.12
O -1.011757 -0.842204 2.174591 0.02 -0.18 -0.02
C -0.781956 -0.411473 -1.064152 0.28 0.26 0.15
C -1.713672 0.765795 -1.114619 0.03 0.01 0.01
O -1.320128 -1.589362 -1.518144 -0.19 -0.03 -0.03
H 1.433464 0.075861 1.907921 0.17 0.07 -0.10
H 2.792644 -0.452183 0.893346 -0.12 0.13 0.04
H 2.706798 1.229605 1.443972 -0.10 -0.14 -0.04
H 0.667517 1.607747 0.060031 0.10 -0.16 -0.05
H 2.002674 1.067599 -0.944976 -0.10 -0.05 0.11
H 1.005107 -1.381692 -0.713120 -0.07 0.13 0.01
H -0.853074 -1.782150 2.322302 -0.07 0.12 0.06
H -0.673639 -0.698880 1.277318 -0.01 0.02 0.00
H -1.983763 0.982404 -2.156045 0.03 -0.04 0.16
H -2.636747 0.549156 -0.559601 0.15 0.02 -0.08
H -1.265725 1.663653 -0.685160 -0.07 -0.17 -0.07
H -2.274750 -1.487053 -1.612802 0.14 -0.03 -0.01
```
Forces are in eV/Å.

For the orbital gap, the calculation gives 9.55 eV. As for the structure (SMILES): CC/C=C(\C)O.O.

Löwdin atomic charge list, values in e, 2 entries: -0.112 -0.253



# C5H12O2

A cluster of 2 separate species, C5H12O2 in total at a distorted geometry (ωB97M-V with the def2-TZVPD basis set, the Open Molecules 2025 dataset).

```
19
Properties=species:S:1:pos:R:3:forces:R:3
C 2.377608 0.248582 1.286665 0.11 -0.01 0.07
C 0.943311 0.646559 0.980765 0.09 -0.06 0.15
C 0.338246 -0.162615 -0.150727 -0.50 0.59 0.44
O 0.328666 -1.543455 0.070559 -0.19 -0.15 0.34
C -1.201010 0.288675 -0.300139 1.17 -0.05 -0.74
C -1.409268 -0.005580 -1.729804 -2.89 -0.48 -0.80
O -2.081232 -0.551644 0.372424 -2.24 -0.32 -1.81
H 2.431891 -0.820550 1.511191 0.03 0.15 0.00
H 3.036644 0.447401 0.432256 -0.11 -0.03 0.11
H 2.761049 0.808654 2.143919 0.02 -0.09 -0.08
H 0.293608 0.495405 1.852421 0.16 0.08 0.04
H 0.884005 1.712207 0.712643 0.00 -0.20 0.06
H 0.949473 -0.002985 -1.067576 -0.61 0.13 0.29
H -0.531553 -1.680681 0.512551 0.21 -0.38 -0.07
H -1.312798 1.356484 -0.032570 -0.03 -0.44 -0.10
H -1.054666 -1.005874 -1.985832 0.09 0.22 -0.02
H -2.840174 -0.348194 -1.650820 2.92 1.45 -1.63
H -1.042077 0.773652 -2.421099 -0.80 -0.43 -0.04
H -2.871727 -0.656043 -0.536829 2.58 0.03 3.79
```
Forces are in eV/Å.

For the orbital gap, the calculation gives 10.53 eV.

Löwdin atomic charge list, values in e, 2 entries: -0.102 -0.224



# C5H12O2

The molecule C5H12O2 (ωB97M-V with the def2-TZVPD basis set, the Open Molecules 2025 dataset).

```
19
Properties=species:S:1:pos:R:3:forces:R:3
C -2.766285 -0.684238 -1.614623 -0.02 -0.01 -0.05
C -2.349248 0.041546 -0.347578 -0.26 -0.07 0.02
O -0.992367 0.433501 -0.448112 0.06 0.03 -0.03
C -0.167855 -0.029675 0.592517 0.18 -0.06 0.18
C 1.240319 0.445293 0.289267 -0.17 0.09 -0.16
O 2.104507 -0.114324 1.245469 -0.05 -0.04 0.04
C 3.442325 0.248072 1.025776 0.31 0.06 -0.01
H -2.188600 -1.605976 -1.736600 -0.07 0.12 0.02
H -2.585816 -0.049522 -2.487385 -0.04 -0.08 0.11
H -3.830641 -0.942313 -1.584612 0.14 0.05 0.01
H -2.500424 -0.605514 0.527432 0.06 0.08 -0.10
H -2.961652 0.940962 -0.198135 0.06 -0.11 -0.01
H -0.490309 0.360157 1.570611 0.02 -0.03 -0.13
H -0.172430 -1.129914 0.652547 -0.02 0.14 -0.04
H 1.515430 0.127316 -0.729331 -0.01 0.02 0.13
H 1.279748 1.546681 0.316043 0.00 -0.15 0.01
H 3.587405 1.336642 1.111807 -0.05 -0.15 -0.01
H 3.788518 -0.067633 0.028388 -0.07 0.03 0.15
H 4.047374 -0.251063 1.786519 -0.08 0.08 -0.12
```
Forces are in eV/Å.

For the orbital gap, the calculation gives 10.83 eV. As for the structure (SMILES): CCOCCOC.

Löwdin atomic charge list, values in e, 2 entries: -0.078 -0.283



# C5H12O2

The molecule C5H12O2 (ωB97M-V with the def2-TZVPD basis set, the Open Molecules 2025 dataset).

```
19
Properties=species:S:1:pos:R:3:forces:R:3
C -0.698240 0.878795 2.454414 0.43 -0.23 -0.12
O -0.606382 0.602458 0.788819 -0.30 0.01 0.11
C 0.149977 -0.501646 0.193081 0.15 -0.12 0.01
C -0.475458 -1.835049 0.559183 -0.02 -0.02 0.01
C 0.250833 -0.273929 -1.309958 -0.06 0.00 0.00
C 0.884482 1.058942 -1.710816 0.24 -0.31 -0.13
O 0.048978 2.167531 -1.471043 -0.05 0.12 0.24
H -0.431825 -0.141421 2.801715 -0.12 0.21 -0.04
H -1.547554 0.535229 0.569784 0.13 0.01 0.01
H 0.259062 1.429695 2.527864 -0.20 -0.02 0.01
H 1.130326 -0.388299 0.668114 -0.10 -0.04 -0.08
H -1.473566 -1.928229 0.114076 0.12 0.02 0.05
H -0.560460 -1.948161 1.642894 0.01 0.02 -0.17
H 0.139943 -2.654208 0.173786 -0.07 0.13 0.05
H -0.749838 -0.338876 -1.760040 0.11 -0.01 0.06
H 0.841837 -1.099061 -1.728808 -0.06 0.12 0.07
H 1.860333 1.168811 -1.208252 -0.16 0.02 -0.05
H 1.077234 1.052624 -2.788083 -0.02 0.00 0.15
H -0.099681 2.214793 -0.516733 -0.03 0.09 -0.18
```
Forces are in eV/Å.

For the orbital gap, the calculation gives 8.47 eV.

Löwdin atomic charge list, values in e, 2 entries: 0.001 -0.203



# C5H12O2

A cluster of 2 separate species, C5H12O2 in total at a distorted geometry (ωB97M-V with the def2-TZVPD basis set, the Open Molecules 2025 dataset).

```
19
Properties=species:S:1:pos:R:3:forces:R:3
O 1.985049 1.904169 -0.929660 -0.31 0.25 0.72
H 1.560559 1.108810 -0.535380 0.04 0.96 -0.63
H 1.717999 2.645639 -0.340460 0.22 -0.85 -0.69
O 0.000000 0.000000 0.000000 -2.83 1.91 -2.28
C 2.832279 -1.912369 0.710340 1.05 -1.10 1.10
C 3.125889 -0.530510 1.259019 0.78 1.06 0.60
C 1.574669 -1.716359 -0.070930 0.38 -0.86 -0.58
C 1.782569 0.107440 1.615239 -0.98 -0.51 -0.98
C 0.720580 -0.800570 0.793190 1.90 -0.53 2.54
H -0.535630 -0.531300 -0.625470 0.44 0.53 0.51
H 3.701738 -2.290119 0.138660 -0.58 0.01 0.17
H 2.598509 -2.655039 1.497259 0.38 0.31 -0.06
H 3.654059 -0.012540 0.435500 -0.37 0.23 0.51
H 3.727149 -0.399810 2.179269 0.30 -0.74 -0.69
H 1.154780 -2.701909 -0.349930 -0.22 0.59 0.13
H 1.844419 -1.188570 -1.005880 -0.43 -0.03 0.30
H 1.710379 1.155320 1.265719 -0.02 -0.63 0.47
H 1.602239 0.103760 2.707439 -0.07 -0.18 -0.64
H 0.076460 -1.273279 1.562309 0.32 -0.42 -0.49
```
Forces are in eV/Å.

For the orbital gap, the calculation gives 11.19 eV. As for the structure (SMILES): OC1CCCC1.O.

Löwdin atomic charge list, values in e, 2 entries: -0.090 -0.010



# C5H12O2

A cluster of 3 separate species, C5H12O2 in total at a distorted geometry (ωB97M-V with the def2-TZVPD basis set, the Open Molecules 2025 dataset).

```
19
Properties=species:S:1:pos:R:3:forces:R:3
C -0.656074 -1.440616 0.612467 1.50 0.00 0.12
C 0.002331 -0.912535 -0.633595 -1.32 -0.05 -0.59
C 1.385930 -0.882912 -0.720120 -0.36 0.08 0.71
C -0.321084 -0.345158 -2.982632 -1.11 -0.22 -1.10
C -0.855430 -0.630382 -1.760987 1.72 0.44 1.33
H -0.082137 -2.348028 0.826768 -0.55 -0.41 0.02
H -1.716160 -1.629338 0.516184 -0.05 0.03 0.05
H -0.404277 -0.865230 1.513293 -0.34 0.37 -0.21
H 1.874708 -0.953866 0.245744 0.54 -0.14 -0.27
H 1.948584 -0.791352 -1.632460 0.11 0.16 -0.03
H 0.652778 0.038701 -3.256585 0.31 -0.38 0.60
H -0.936893 -0.527729 -3.861681 -0.20 0.43 0.12
H -1.902364 -0.604045 -1.493301 -0.27 -0.44 -0.78
H 1.308351 2.438972 0.738416 0.27 0.79 0.12
H 0.586397 1.179358 0.622340 -0.43 0.14 0.02
O 0.421132 2.129976 0.550212 0.16 -0.88 0.01
H -0.337419 1.875742 2.835444 0.22 0.00 -0.48
H -0.820001 2.439236 4.106755 0.21 -0.11 0.40
O -0.148371 1.829205 3.773738 -0.41 0.18 -0.03
```
Forces are in eV/Å.

Its charge is +1. For the orbital gap (alpha / beta), the calculation gives 8.00 / 5.87 eV. Its expectation value of S² is 0.79. Its multiplicity is 2.

Löwdin atomic charge list, values in e, 2 entries: -0.001 -0.272



# C5H12O3

A cluster of 2 separate species, C5H12O3 in total at a distorted geometry (ωB97M-V with the def2-TZVPD basis set, the Open Molecules 2025 dataset).

```
20
Properties=species:S:1:pos:R:3:forces:R:3
C -0.724754 0.015128 1.174739 0.58 1.02 -1.32
C -1.822659 0.990407 1.579872 0.04 -0.30 0.08
O 0.376445 0.089062 2.078504 0.06 -0.19 0.21
O -1.141240 -1.229785 0.934165 0.66 -1.12 -1.38
H -0.557130 -1.548315 -0.077131 -1.14 0.76 2.02
H 0.347735 -0.723753 2.598613 -0.04 0.05 -0.05
H -0.265735 0.403114 0.178812 -0.47 0.02 1.09
H -1.410492 1.983856 1.750473 0.03 -0.02 -0.04
H -2.584416 1.033077 0.802909 0.00 0.01 -0.02
H -2.283898 0.644623 2.504108 -0.06 -0.01 0.06
C 1.944962 0.312333 -0.920222 -0.28 0.22 0.40
C 0.587344 -0.140528 -1.372273 0.15 -1.25 -1.25
C 0.177895 -1.467999 -1.336410 0.63 0.96 -0.70
O -0.108816 0.703625 -2.184758 0.15 -0.14 0.53
H 0.234202 1.602020 -2.103651 -0.02 -0.03 0.06
H 2.368251 -0.386679 -0.203977 -0.04 -0.07 -0.05
H 2.613152 0.405513 -1.779792 -0.10 -0.04 -0.03
H 1.884045 1.277361 -0.412747 0.04 0.05 -0.06
H 0.947498 -2.208161 -1.159497 -0.01 0.03 0.34
H -0.582391 -1.754898 -2.051737 -0.20 0.04 0.12
```
Forces are in eV/Å.

For the orbital gap, the calculation gives 9.73 eV. As for the structure (SMILES): C=C(C)O.CC(O)O.

Löwdin atomic charge list, values in e, 2 entries: -0.614 -0.018



# C5H12O4

The molecule C5H12O4 at a distorted geometry (ωB97M-V with the def2-TZVPD basis set, the Open Molecules 2025 dataset).

```
21
Properties=species:S:1:pos:R:3:forces:R:3
C -0.424359 0.006629 0.643732 -1.27 -0.50 -0.78
C 0.681617 -0.087987 -0.435131 0.60 0.50 0.82
C -0.895946 1.420041 0.986175 -0.06 -0.53 -0.09
C 0.397086 0.772419 -1.657925 0.13 -0.19 0.23
C 0.957948 -1.530950 -0.837079 0.00 -0.06 0.04
O -1.498135 -0.763079 -0.004587 1.06 0.07 1.02
O -2.544971 -1.041438 0.899530 -1.56 0.63 -0.04
O -0.058510 -0.653151 1.820566 0.23 -0.06 -0.09
O 1.855888 0.377197 0.291345 0.13 -0.21 -0.66
H -2.238919 -1.441275 1.727804 1.13 -0.09 -0.40
H 0.882684 -0.885379 1.754784 -0.29 0.15 0.06
H 1.876629 1.340959 0.278478 -0.07 -0.09 0.00
H -0.072539 2.000572 1.394657 0.06 0.03 0.08
H -1.309116 1.924144 0.118790 -0.03 0.01 -0.10
H -1.677152 1.341454 1.738899 0.02 0.02 0.06
H 1.951506 -1.617917 -1.267910 0.08 0.19 -0.14
H 0.347676 1.829981 -1.407475 -0.01 0.09 0.03
H 1.186217 0.626920 -2.392511 0.05 -0.02 -0.05
H -0.552442 0.472069 -2.091270 -0.10 0.02 -0.09
H 0.915611 -2.225347 -0.002763 -0.06 0.04 0.20
H 0.219226 -1.865863 -1.558110 -0.05 0.00 -0.08
```
Forces are in eV/Å.

For the orbital gap, the calculation gives 10.47 eV. As for the structure (SMILES): CC(C)(O)[C@](C)(O)OO.

Löwdin atomic charge list, values in e, 2 entries: -0.520 -0.514



# C5H12O4

The molecule C5H12O4 at a distorted geometry (ωB97M-V with the def2-TZVPD basis set, the Open Molecules 2025 dataset).

```
21
Properties=species:S:1:pos:R:3:forces:R:3
C 1.016988 1.026401 0.664272 -3.37 -0.97 3.58
C -0.078337 0.303054 -0.155011 -0.55 0.04 -2.40
C 0.428306 -0.435841 -1.364259 1.47 -0.26 -2.14
C -1.230288 1.193644 -0.509224 -1.93 -1.17 -4.73
C -0.644732 -0.916258 0.438448 2.09 -4.78 3.72
H 2.208949 -0.594902 0.924018 0.42 -1.55 -1.85
H 1.525097 1.797316 0.219763 1.19 1.64 -1.95
H 0.407393 1.602114 1.546498 1.35 -1.46 -1.98
H -0.329879 -1.176847 -1.769136 0.27 1.59 0.20
H 0.826670 0.228959 -2.269507 -0.36 -1.45 2.01
H 1.456409 -1.979273 -1.796717 0.90 1.77 4.78
H -2.066311 0.711026 -1.378273 2.19 0.04 2.39
H -0.975804 1.969074 -1.307857 0.04 0.44 2.23
H -2.282417 0.838546 1.180198 0.60 -0.41 -0.73
H -1.553568 -1.476214 0.142251 -0.09 1.53 -0.39
H 0.175784 -1.700359 0.194753 -2.39 0.92 0.86
H 0.305593 -0.696835 2.209342 -2.75 -0.77 -1.22
O 1.914220 0.174890 1.339312 -0.40 1.83 2.21
O 1.435970 -1.427896 -0.793014 0.88 -0.94 -7.82
O -1.892692 1.521577 0.617316 -1.17 2.66 1.26
O -0.647351 -0.962174 1.866826 1.60 1.30 1.96
```
Forces are in eV/Å.

For the orbital gap, the calculation gives 9.13 eV. As for the structure (SMILES): OCC(CO)(CO)CO.

Löwdin atomic charge list, values in e, 2 entries: -0.139 -0.449